Entry 1:
Computed, not measured: a 2-piece molecular cluster, C3H9O overall in a non-equilibrium geometry, with wB97M-V/def2-TZVPD.

Atoms and positions in Å:
O (-2.654, 0.882, 0.275)
C (1.002, -1.204, 0.787)
C (1.225, 0.391, -1.077)
C (0.388, 0.072, 0.099)
H (0.933, 0.106, -2.161)
H (-0.656, -0.189, -0.180)
H (-2.127, 0.044, 0.248)
H (2.081, -1.225, 1.017)
H (0.878, -2.051, 0.044)
H (0.279, 0.945, 0.749)
H (2.179, -0.237, -1.117)
H (1.525, 1.443, -1.348)
H (0.460, -1.445, 1.693)

Calculated values
HOMO energy in eV: -2.1079
Max |F| in eV Å⁻¹: 5.223
Net charge: -1
Kohn-Sham gap in eV: 6.01

Entry 2:
Computed, not measured: a 2-piece molecular cluster, C3H9O overall in a non-equilibrium geometry, with wB97M-V/def2-TZVPD.

Atoms and positions in Å:
O (3.239, 0.536, -0.783)
C (-1.837, -0.513, 0.346)
C (-0.374, -0.718, 0.327)
C (0.333, 0.551, -0.236)
H (-2.231, 0.223, 1.164)
H (0.074, -1.083, 1.289)
H (-2.147, -0.016, -0.572)
H (-2.531, -1.325, 0.546)
H (1.378, 0.474, -0.143)
H (0.053, 1.436, 0.321)
H (-0.067, -1.466, -0.346)
H (0.270, 0.652, -1.321)
H (3.840, 1.248, -0.592)

Calculated values
HOMO energy (spin up / spin down) in eV: 4.2486 / 0.0632
Max |F| in eV Å⁻¹: 2.970
Net charge: -2
2S+1: 2
Kohn-Sham gap (spin up / spin down) in eV: 3.44 / 7.62

Entry 3:
Computed, not measured: a 2-piece molecular cluster, C3H9O2 overall in a non-equilibrium geometry, with wB97M-V/def2-TZVPD.

Atoms and positions in Å:
O (-4.764, -1.446, -3.301)
O (0.220, 1.612, -0.982)
C (0.537, 0.786, 0.041)
C (1.952, 0.628, 0.526)
C (1.957, -0.237, 1.802)
H (-5.216, -1.722, -2.491)
H (1.694, 0.379, 2.724)
H (-5.418, -0.790, -3.574)
H (2.814, -0.876, 1.997)
H (-0.052, 1.091, 0.994)
H (2.600, 0.132, -0.213)
H (1.074, -0.885, 1.714)
H (0.116, -0.243, 0.046)
H (2.486, 1.572, 0.716)

Calculated values
HOMO energy in eV: -1.8164
Max |F| in eV Å⁻¹: 2.833
Net charge: -1
Kohn-Sham gap in eV: 4.82

The evaluated energy relative to the best compared isomer or geometry (same formula, charge and spin) for the records listed, in turn: 1.052 0.452 1.383 eV.